[1]
C34H31BaN7O4S2Se | ωB97M-V with the def2-TZVPD basis set

Geometry as XYZ:
```
80
Properties=species:S:1:pos:R:3:mulliken_charge:R:1
Ba -0.07 0.60 0.27 2.0888
C 4.38 0.28 1.28 -0.7981
C 3.38 0.87 2.21 0.1340
N 2.16 1.24 1.89 -0.2393
C 1.59 1.74 3.04 0.4855
C 2.50 1.66 4.07 -0.0701
N 3.63 1.11 3.51 0.0126
C 2.54 2.07 5.49 0.5515
O 1.45 2.59 5.98 -0.5849
O 3.57 1.91 6.13 -0.6951
C 0.21 2.32 3.06 0.4309
O -0.21 2.80 4.14 -0.8705
O -0.40 2.32 1.97 -0.7570
H 4.25 0.70 0.28 0.0271
H 4.24 -0.80 1.20 0.0108
H 5.39 0.48 1.62 0.4338
H 4.46 0.91 4.04 0.2176
H 0.72 2.66 5.24 0.4829
C -3.06 5.03 -2.42 -1.1537
C -1.65 4.71 -1.92 -0.8813
C -0.77 4.13 -3.01 0.6950
C -0.12 4.98 -3.90 -0.3732
C 0.70 4.48 -4.89 -1.0426
C 0.87 3.11 -5.01 -0.5020
C 0.23 2.23 -4.15 0.5796
C 0.40 0.74 -4.32 0.2304
C -0.68 0.13 -5.21 -1.4052
C -0.60 2.75 -3.14 -0.4084
N -1.19 1.87 -2.21 0.7612
C -2.42 1.52 -2.39 -0.4108
C -3.17 0.69 -1.51 -0.3755
C -4.48 0.23 -1.71 -0.9557
C -4.79 -0.53 -0.59 -0.5755
C -3.66 -0.48 0.23 -0.9037
N -2.67 0.25 -0.31 0.2542
H -3.66 5.48 -1.63 0.3698
H -3.57 4.13 -2.75 0.2649
H -3.02 5.73 -3.26 0.3442
H -1.71 4.01 -1.09 0.1223
H -1.18 5.63 -1.55 0.5677
H -0.24 6.05 -3.79 0.4147
H 1.21 5.15 -5.57 0.3862
H 1.53 2.70 -5.77 0.4248
H 0.36 0.25 -3.34 -0.5019
H 1.38 0.54 -4.74 0.5214
H -1.67 0.25 -4.77 0.1953
H -0.51 -0.94 -5.34 0.4198
H -0.69 0.61 -6.20 0.3852
H -2.95 1.85 -3.29 0.4626
H -5.10 0.42 -2.58 0.4399
H -5.71 -1.06 -0.39 0.4154
H -3.52 -0.95 1.20 0.4629
S -0.55 -2.42 1.16 -0.2010
C 0.23 -3.98 1.34 0.1556
C -0.59 -5.08 1.61 -0.6873
C -0.09 -6.35 1.83 -0.5524
C 1.28 -6.57 1.77 -0.5115
C 2.12 -5.50 1.48 -0.7076
C 1.63 -4.20 1.27 0.2986
S 2.81 -2.94 0.96 -0.4910
H -1.66 -4.90 1.66 0.3703
H -0.77 -7.17 2.04 0.3259
H 1.70 -7.55 1.94 0.3186
H 3.19 -5.65 1.41 0.3806
N -1.60 -2.59 -1.80 -0.0270
C -0.94 -2.61 -2.77 -0.1576
H -1.54 -2.55 -0.77 0.0715
Se 1.68 -2.32 -1.27 0.4378
N 1.66 -0.56 -1.27 -0.3912
C 2.71 -0.17 -2.06 0.1328
C 3.09 1.16 -2.28 -0.1059
C 4.16 1.45 -3.11 -0.7833
C 4.87 0.41 -3.73 -0.6739
C 4.51 -0.91 -3.53 -0.6774
C 3.42 -1.22 -2.69 0.7222
N 2.96 -2.48 -2.44 -0.9358
H 2.52 1.97 -1.81 0.4322
H 4.44 2.48 -3.28 0.3953
H 5.70 0.65 -4.37 0.3346
H 5.05 -1.72 -4.01 0.4385
```

The LUMO energy is 4.040 eV. The HOMO energy comes out at -1.767 eV. As for the charge: -2. Its gap between HOMO and LUMO is 0.213 hartree. For the relative energy (zero: lowest compared OMol25 entry of this formula, charge and spin), the calculation gives 108.5 kJ/mol. The electronic energy is -142098.8385 eV.

[2]
C34H31ClF3MnN2O4P2 | ωB97M-V with the def2-TZVPD basis set

Geometry as XYZ:
```
78
Properties=species:S:1:pos:R:3:mulliken_charge:R:1
Mn 0.75 -2.18 -0.44 -0.5224
C -1.84 -0.02 -1.27 -1.5399
C -1.49 -0.44 0.16 1.9937
P -0.73 0.98 1.10 0.2364
C 0.34 0.22 2.40 -0.2609
C -0.17 -0.16 3.58 0.0154
C 0.63 -0.33 4.80 -0.7650
C 1.94 -0.12 4.82 -1.1619
C 2.66 0.12 3.54 -0.2784
C 1.83 0.42 2.25 -0.3869
C -2.16 1.59 2.06 0.6227
C -3.32 0.89 2.40 -0.0357
C -4.32 1.49 3.15 -0.8653
C -4.18 2.80 3.58 -0.4571
C -3.03 3.52 3.24 -0.7127
C -2.04 2.91 2.48 -0.7770
P -0.61 1.04 -2.14 0.8756
C 0.50 0.28 -3.26 0.9508
C 0.85 -1.17 -3.50 0.7377
C 1.76 -1.41 -4.67 -0.7232
C 2.34 -0.43 -5.36 -0.9195
C 2.07 0.92 -5.01 -0.5568
C 1.19 1.25 -4.02 -1.3837
C -1.67 2.13 -3.14 0.1867
C -1.86 2.06 -4.51 -0.1823
C -2.71 2.95 -5.15 -0.6711
C -3.39 3.91 -4.42 -0.5300
C -3.21 3.99 -3.04 -0.6671
C -2.34 3.11 -2.41 -0.5502
H -2.71 0.63 -1.22 0.7192
H -2.13 -0.86 -1.89 0.6934
H -0.78 -1.26 0.19 -2.1543
H -2.38 -0.83 0.65 1.1478
H -1.24 -0.23 3.70 0.5870
H 0.11 -0.54 5.72 0.5059
H 2.52 -0.15 5.73 0.4104
H 3.51 0.79 3.65 0.5406
H 2.02 1.40 1.82 0.8864
H -3.46 -0.14 2.10 0.4101
H -5.21 0.93 3.41 0.4355
H -4.95 3.27 4.17 0.4015
H -2.92 4.54 3.57 0.4239
H -1.16 3.48 2.21 0.3644
H -0.10 -1.67 -3.75 0.1245
H 1.97 -2.44 -4.90 0.5372
H 3.02 -0.66 -6.18 0.4478
H 2.57 1.72 -5.55 0.4610
H 1.00 2.30 -3.82 0.5944
H -1.36 1.30 -5.10 0.3898
H -2.86 2.88 -6.22 0.4072
H -4.06 4.60 -4.91 0.3996
H -3.73 4.74 -2.47 0.4366
H -2.19 3.20 -1.34 0.4644
C 3.76 -0.11 0.61 -1.2575
C 2.69 -0.67 1.50 0.3709
N 2.01 -1.81 0.97 -0.3899
C 1.85 -2.69 2.00 0.6683
C 2.51 -2.41 3.13 -0.4212
N 3.23 -1.16 2.89 0.1928
C 2.77 -3.06 4.41 0.6166
O 2.07 -4.14 4.72 -0.5475
O 3.63 -2.60 5.13 -0.6042
C 0.93 -3.83 1.67 0.5551
O 0.51 -4.57 2.53 -0.7931
O 0.62 -3.86 0.39 -0.5709
H 3.28 0.38 -0.23 0.1176
H 4.40 -0.91 0.23 0.3460
H 4.37 0.63 1.15 0.4975
H 4.23 -1.28 3.03 0.4833
H 1.45 -4.38 3.99 0.4428
F 2.72 -1.69 -2.13 -0.2795
C 1.42 -2.09 -2.35 0.9884
F 1.01 -0.35 -0.77 -0.3991
F 1.54 -3.33 -2.91 -0.3464
Cl -0.75 -4.78 -1.99 -0.1107
C -0.83 -3.09 -1.54 -0.4805
H -1.59 -3.01 -0.77 0.4454
H -1.11 -2.54 -2.44 0.1697
```

The LUMO energy (alpha / beta) is -5.262 / -4.913 eV. The HOMO energy (alpha / beta) comes out at -10.697 / -10.700 eV. Its spin multiplicity is 2. As for the charge: +1. Its gap between HOMO and LUMO (alpha / beta) is 0.200 / 0.213 hartree. The electronic energy is -117492.3441 eV.

[3]
C34H31GeN3O9SSn | ωB97M-V with the def2-TZVPD basis set

Geometry as XYZ:
```
80
Properties=species:S:1:pos:R:3:mulliken_charge:R:1
Sn 6.08 -17.29 4.87 0.8600
C 10.50 -16.54 3.99 -1.3192
C 9.42 -15.56 3.88 0.0900
N 8.10 -15.74 4.07 -0.0551
C 7.51 -14.52 3.85 0.5297
C 8.50 -13.58 3.53 -0.2967
N 9.67 -14.29 3.46 -0.0142
C 8.49 -12.15 3.27 0.5733
O 7.37 -11.48 3.48 -0.5421
O 9.56 -11.58 3.07 -0.6376
C 6.06 -14.38 3.95 0.8060
O 5.56 -13.28 3.82 -0.7554
O 5.33 -15.46 4.20 -0.4606
H 10.03 -17.54 4.16 0.2192
H 11.22 -16.24 4.74 0.4147
H 11.08 -16.55 3.04 0.3450
H 10.49 -13.73 3.41 0.2926
H 6.57 -12.14 3.58 0.4526
O 7.42 -21.44 -1.21 -0.3578
C 6.33 -21.31 -0.56 0.5800
O 5.25 -21.81 -0.90 -0.3896
C 6.33 -20.38 0.62 0.4528
C 7.32 -19.37 0.71 -0.8749
C 7.35 -18.41 1.74 -0.4070
N 6.40 -18.40 2.69 -0.0056
C 5.32 -19.28 2.50 0.2746
C 5.29 -20.31 1.55 -0.4367
C 4.20 -19.23 3.55 0.3126
O 3.30 -20.06 3.52 -0.6532
O 4.24 -18.23 4.43 -0.4617
H 8.04 -19.24 -0.05 0.4549
H 8.12 -17.63 1.81 0.4859
H 4.47 -20.99 1.67 0.6331
C 1.49 -20.38 10.20 -1.1443
Ge 2.96 -19.94 9.03 0.8050
C 3.68 -21.31 7.87 0.9442
C 4.50 -21.00 6.79 -0.3059
C 4.62 -21.94 5.79 -0.2161
C 4.01 -23.19 5.83 -0.8425
C 3.35 -23.51 7.02 -0.3989
C 3.18 -22.62 8.05 -0.8046
C 4.47 -18.99 9.88 0.3536
C 4.51 -17.62 9.60 -0.4640
C 5.61 -16.81 9.98 -1.0499
C 6.69 -17.43 10.58 -0.8171
C 6.65 -18.81 10.92 0.8703
C 7.83 -19.39 11.44 -0.7357
C 7.89 -20.74 11.72 -0.5204
C 6.75 -21.58 11.44 -0.8104
C 5.61 -21.00 10.88 -0.3821
C 5.55 -19.64 10.56 0.3388
H 0.60 -20.57 9.55 0.3156
H 1.29 -19.45 10.74 0.4230
H 1.67 -21.21 10.91 0.4143
H 5.06 -20.05 6.73 0.2490
H 5.19 -21.62 4.91 0.3976
H 4.09 -23.92 4.98 0.3749
H 2.95 -24.54 7.04 0.3339
H 2.65 -22.88 8.98 0.3369
H 3.62 -17.23 9.09 0.4463
H 5.65 -15.79 9.69 0.5148
H 7.61 -16.87 10.77 0.3232
H 8.62 -18.65 11.74 0.2930
H 8.83 -21.18 12.14 0.3434
H 6.79 -22.64 11.67 0.4057
H 4.77 -21.66 10.68 0.3740
O 2.30 -18.57 7.93 -0.3836
S 1.56 -18.49 6.41 0.3830
C -0.07 -17.85 6.92 -0.6824
C -1.03 -18.31 5.88 -0.5478
C -0.73 -19.81 5.75 -0.7928
C 0.80 -20.10 5.89 0.1052
H 0.10 -16.81 7.25 0.4997
H -0.38 -18.40 7.84 0.2232
H -0.82 -17.83 4.90 0.3041
H -2.04 -18.18 6.21 0.3568
H -1.03 -20.08 4.70 0.3449
H -1.19 -20.53 6.43 0.3339
H 1.25 -20.32 4.91 0.1937
H 1.06 -20.86 6.63 0.1871
```

The LUMO energy (alpha / beta) is -3.582 / -6.279 eV. The HOMO energy (alpha / beta) comes out at -10.472 / -10.472 eV. Its spin multiplicity is 2. As for the charge: +1. Its gap between HOMO and LUMO (alpha / beta) is 0.253 / 0.154 hartree. The electronic energy is -131835.6448 eV.

[4]
C34H31MgN2PS2 | ωB97M-V with the def2-TZVPD basis set

Geometry as XYZ:
```
71
Properties=species:S:1:pos:R:3:mulliken_charge:R:1
Mg 3.19 8.11 17.70 1.0051
C 1.87 9.66 21.23 -1.2257
C 1.04 8.48 21.69 0.9081
C 0.08 8.75 22.68 -0.7531
C -0.84 7.74 23.12 -0.5992
C -0.73 6.49 22.65 -0.6146
C 0.26 6.19 21.72 -0.6779
C 1.17 7.13 21.25 0.4056
P 2.60 6.77 20.11 0.1364
C 2.50 4.96 19.83 0.6831
C 1.98 4.51 18.60 -0.5100
C 1.78 3.13 18.37 -0.8094
C 2.15 2.26 19.36 -0.6531
C 2.70 2.71 20.55 -0.7300
C 2.83 4.06 20.90 1.0571
C 3.31 4.50 22.25 -1.4854
C 4.12 7.20 21.02 0.9724
C 4.20 7.32 22.44 -0.2920
C 5.46 7.57 22.98 -0.6875
C 6.62 7.57 22.23 -0.4440
C 6.61 7.41 20.86 -0.9032
C 5.31 7.30 20.21 0.7461
C 5.14 7.25 18.78 -1.8179
H 1.31 10.60 21.39 0.4695
H 2.26 9.57 20.19 -0.1402
H 2.75 9.76 21.84 0.2998
H 0.10 9.70 23.22 0.3907
H -1.60 7.96 23.90 0.2929
H -1.32 5.69 23.09 0.3948
H 0.27 5.22 21.25 0.4261
H 1.72 5.23 17.79 0.1977
H 1.43 2.84 17.40 0.4525
H 2.03 1.20 19.29 0.3836
H 3.13 1.97 21.24 0.3493
H 3.25 3.64 22.89 0.5441
H 2.69 5.23 22.81 0.2252
H 4.34 4.81 22.30 0.2971
H 3.25 7.26 23.02 0.3218
H 5.58 7.67 24.10 0.2716
H 7.51 7.63 22.83 0.3791
H 7.51 7.46 20.27 0.5258
H 5.04 6.22 18.39 0.3841
H 5.90 7.85 18.15 0.2006
N 4.07 7.62 15.92 -0.4199
S 4.64 8.96 15.20 0.2520
C 6.40 8.60 14.77 0.4413
C 7.00 9.74 14.27 -0.4057
C 8.39 9.90 14.23 -0.7630
C 9.20 8.81 14.59 -0.2210
C 8.65 7.63 14.93 -0.5877
C 7.23 7.50 14.99 -0.1368
C 3.58 8.79 13.71 0.0875
C 2.22 8.89 13.91 -0.2531
C 1.33 8.63 12.89 -0.5248
C 1.76 8.33 11.62 -0.4121
C 3.12 8.38 11.36 -0.5357
C 4.03 8.68 12.39 -0.2933
H 3.87 6.92 15.23 0.2505
H 6.33 10.55 13.96 0.4392
H 8.86 10.84 14.04 0.3928
H 10.31 8.93 14.65 0.3229
H 9.16 6.73 15.25 0.3761
H 6.80 6.53 15.33 0.2798
H 1.92 9.12 14.91 0.4587
H 0.27 8.73 13.14 0.4009
H 1.03 8.05 10.84 0.3620
H 3.46 8.29 10.34 0.3725
H 5.09 8.92 12.23 0.3628
S -0.27 11.43 18.04 -0.3963
C 0.90 10.34 17.85 0.5794
N 1.84 9.57 17.86 -0.8064
```

The LUMO energy is -0.196 eV. The HOMO energy comes out at -6.554 eV. Its gap between HOMO and LUMO is 0.234 hartree. For the relative energy (zero: lowest compared OMol25 entry of this formula, charge and spin), the calculation gives 209.5 kJ/mol. The electronic energy is -75143.5823 eV.

[5]
C34H32Cl4F3NO7SSbW | ωB97M-V with the def2-TZVPD basis set

Geometry as XYZ:
```
84
Properties=species:S:1:pos:R:3:mulliken_charge:R:1
W 14.38 12.17 10.09 1.5763
Cl 15.54 18.41 7.85 -0.2357
C 15.68 16.92 8.66 0.6420
C 16.81 16.62 9.29 -0.0382
Cl 18.04 17.77 9.52 -0.2212
C 16.89 15.31 9.86 0.2864
Cl 18.50 14.67 10.30 -0.2648
C 15.97 14.34 9.77 0.0349
O 16.21 13.08 10.01 -0.7732
C 14.77 14.78 9.18 -0.2777
O 13.76 13.88 9.24 -0.3863
C 14.57 16.04 8.71 0.2901
Cl 12.97 16.53 8.34 -0.2168
F 16.17 7.70 6.25 -0.2812
C 16.74 8.89 6.56 0.5092
F 17.47 8.60 7.68 -0.2294
F 17.52 9.14 5.47 -0.2720
C 15.70 10.02 6.69 0.0742
C 15.08 10.51 5.53 -0.4527
C 14.08 11.54 5.52 -1.6979
C 13.85 12.06 6.81 -0.0001
N 14.42 11.60 7.93 -0.2587
C 15.33 10.60 7.94 0.7649
S 15.85 10.13 9.51 -0.5990
H 15.43 9.99 4.63 0.3846
H 13.53 11.81 4.67 0.6037
H 13.09 12.86 6.94 0.7826
O 10.10 12.56 9.15 -0.9434
C 10.41 11.22 8.70 3.1560
C 11.82 10.87 9.20 0.7221
O 12.24 9.76 8.99 -0.7955
O 12.35 11.68 10.00 -1.0340
C 10.43 11.34 7.19 -0.3123
C 10.50 10.11 6.46 -0.4079
C 10.61 10.25 5.05 -0.5151
C 10.65 11.47 4.39 -0.8839
C 10.66 12.65 5.15 -0.7789
C 10.39 12.62 6.55 -0.4025
C 9.33 10.27 9.23 -0.2458
C 9.52 8.95 9.51 -0.0253
C 8.47 8.21 9.99 -1.0289
C 7.21 8.79 10.24 -0.4737
C 7.09 10.14 9.97 -0.8392
C 8.12 10.87 9.49 -0.4925
H 10.87 12.70 9.71 0.2964
H 10.63 9.16 6.95 0.4457
H 10.65 9.29 4.49 0.3153
H 10.86 11.34 3.40 0.5513
H 10.79 13.62 4.66 0.3833
H 10.27 13.50 7.18 0.5531
H 10.53 8.56 9.37 0.4998
H 8.57 7.20 10.38 0.3133
H 6.39 8.21 10.65 0.4364
H 6.13 10.55 10.23 0.3865
H 8.03 11.93 9.25 0.4379
C 11.11 10.87 13.18 -0.7570
C 12.49 10.72 13.91 -0.8586
Sb 14.07 10.43 12.38 0.4070
C 15.92 10.02 13.48 -0.5851
C 16.77 11.25 13.77 -1.1161
C 13.46 8.48 11.77 -0.0238
C 14.36 7.35 12.19 -1.4193
H 10.23 11.39 13.63 0.4227
H 10.80 9.92 12.75 0.2596
H 11.31 11.54 12.34 0.1047
H 12.58 10.02 14.74 0.5961
H 12.77 11.69 14.37 0.2698
H 16.54 9.27 12.96 0.3649
H 15.50 9.65 14.46 0.3824
H 16.98 11.88 12.91 0.2398
H 17.77 10.91 14.13 0.3563
H 16.34 11.95 14.46 0.2079
H 13.39 8.50 10.72 0.0934
H 12.46 8.26 12.22 0.2542
H 14.68 7.37 13.30 0.2410
H 15.32 7.33 11.70 0.3213
H 14.01 6.37 11.97 0.4156
C 14.86 14.38 13.97 -0.9345
O 15.05 13.82 12.65 -0.0317
C 14.01 13.30 11.93 0.5272
O 12.88 13.52 12.37 -0.6542
H 15.41 13.75 14.71 0.2184
H 13.79 14.29 14.25 0.3110
H 15.25 15.32 13.92 0.3250
```

The LUMO energy (alpha / beta) is 2.406 / 2.241 eV. The HOMO energy (alpha / beta) comes out at -4.842 / -5.378 eV. Its spin multiplicity is 3. As for the charge: -1. Its gap between HOMO and LUMO (alpha / beta) is 0.266 / 0.280 hartree. For the relative energy (zero: lowest compared OMol25 entry of this formula, charge and spin), the calculation gives 118.5 kJ/mol. The electronic energy is -129043.1193 eV.